1.
Here is a structure of composition C36H49MgN5P2Si in a non-equilibrium geometry from the Open Molecules 2025 dataset. Energies are from ωB97M-V/def2-TZVPD.

Results
Relative energy (zero: lowest compared OMol25 entry of this formula, charge and spin)   524.04 kJ/mol
Orbital gap (alpha / beta)   5.999 / 5.682 eV
Highest occupied orbital energy (alpha / beta)   -7.08 / -6.74 eV
Molecular weight   666.2 g/mol

CARTESIAN COORDINATES (ANGSTROEM)
C: -0.748 2.713 -4.351
H: 4.958 -1.237 -2.141
C: -2.433 1.989 2.541
H: -2.968 -0.467 4.900
C: -0.645 -2.491 4.190
H: -0.044 4.180 -2.914
N: -2.144 1.222 -0.911
C: 0.221 -0.392 -4.347
C: 5.462 -2.858 1.358
C: -2.994 -1.946 1.504
H: -0.392 1.628 0.683
H: -5.223 -3.501 -0.379
H: 0.772 0.784 6.069
H: -1.689 -2.499 4.528
H: -1.606 2.526 2.073
C: 5.358 0.969 -2.114
H: 1.517 -1.417 -2.351
H: -3.782 0.040 -0.197
C: 0.398 3.473 -3.636
H: -3.981 3.161 1.648
C: 3.783 -3.616 0.008
H: 6.338 -2.797 1.966
H: 0.881 2.859 0.321
H: 4.631 -0.767 1.413
C: -4.794 1.523 2.802
H: 2.036 3.148 -2.208
C: -0.812 0.247 -3.452
H: -0.455 2.505 -5.391
H: 3.093 -4.143 -0.628
H: -5.008 -2.474 2.147
H: 3.036 1.803 0.093
C: 1.413 0.575 -4.479
H: 2.312 0.015 -4.775
H: 2.461 0.818 -2.610
C: 0.601 1.801 0.200
H: 2.515 -1.366 4.102
C: -4.258 -2.469 1.370
C: -3.757 2.307 2.296
C: 0.233 -0.164 6.022
H: 2.197 0.129 3.180
C: -4.359 -3.010 0.043
C: -2.096 0.851 3.363
N: 3.591 -2.252 0.252
C: 4.713 -0.234 -1.813
H: 0.558 -1.342 -3.913
C: -1.345 1.485 -3.692
H: -0.068 -3.146 4.861
C: 1.401 -2.065 -1.470
H: -0.760 -0.022 6.452
H: 1.770 -1.458 2.498
C: 4.700 1.994 -1.384
H: 0.926 4.078 -4.387
N: 3.671 0.003 -0.906
C: 3.701 1.375 -0.632
C: -0.102 -2.376 -1.174
C: 1.801 -0.868 3.428
Mg: -0.070 1.596 -2.001
C: 4.614 -1.799 1.116
H: -1.596 3.426 -4.419
C: -3.202 0.250 4.106
H: 1.224 1.280 -5.301
H: -2.489 -1.454 2.322
C: -3.437 0.995 -0.592
H: -3.547 4.176 -1.569
H: -0.607 -2.920 3.182
H: -5.311 -0.062 4.167
C: 1.671 1.293 -3.199
C: -3.134 -2.780 -0.584
C: -3.332 3.160 -1.238
N: -0.880 0.350 3.333
N: -2.269 -2.146 0.310
H: -1.084 3.107 -1.392
H: 5.351 -4.998 0.676
H: -0.222 -3.435 -0.902
H: -5.265 2.272 -0.512
H: 1.286 1.185 0.804
C: 1.403 2.627 -2.943
H: -0.709 -2.173 -2.071
H: -2.437 1.571 -3.614
C: -2.047 2.573 -1.267
H: -1.394 -0.457 -2.850
H: 6.208 1.100 -2.779
C: -4.513 0.512 3.722
H: 0.769 -0.893 6.632
H: -0.185 -0.601 -5.356
C: 4.936 -4.012 0.665
H: -5.816 1.721 2.492
H: 4.891 3.056 -1.405
P: 2.309 -1.210 -0.086
H: 1.910 -3.005 -1.688
P: -0.704 -1.504 0.290
Si: 0.098 -0.757 4.230
H: -2.789 -3.036 -1.576
C: -4.216 2.170 -0.763

---

2.
Here is a structure of composition C36H49N6NaO2PS2 in a non-equilibrium geometry from the Open Molecules 2025 dataset. Energies are from ωB97M-V/def2-TZVPD.

Results
Total charge   -2
Relative energy (zero: lowest compared OMol25 entry of this formula, charge and spin)   0.00 kJ/mol
Expectation value of S²   0.780
Multiplicity   2
Orbital gap (alpha / beta)   3.506 / 4.628 eV
Highest occupied orbital energy (alpha / beta)   0.23 / -0.89 eV
Molecular weight   715.9 g/mol

CARTESIAN COORDINATES (ANGSTROEM)
C: -5.861 2.353 0.295
S: -2.638 -1.669 0.518
H: 1.449 -2.021 -0.779
C: 3.717 -3.330 -0.870
H: 3.950 -0.676 -5.950
H: -3.733 2.801 0.336
C: -0.639 0.516 -3.241
C: 3.643 -1.704 -5.668
H: 0.912 -3.039 5.908
H: 5.928 1.801 0.938
C: 3.681 -0.135 4.822
C: 4.833 -0.365 3.995
H: 5.523 -1.009 4.532
C: 3.099 -2.581 -1.991
C: 2.970 0.206 1.488
C: 0.117 1.705 -3.877
H: -0.689 -0.847 6.051
H: 4.552 -2.314 -5.790
H: -6.244 3.351 0.544
O: -3.408 -0.194 2.892
C: -1.319 -0.291 -4.360
C: 5.157 0.184 2.801
H: -2.337 0.272 -1.880
C: 0.400 -3.297 4.969
C: -1.500 1.764 -5.804
H: -4.384 2.352 1.901
H: 0.629 2.285 -3.099
C: 1.609 0.846 5.532
C: 3.721 -2.492 -3.260
H: -6.523 1.596 0.742
N: 0.228 -0.339 -2.351
H: 2.617 -1.409 7.624
H: -1.604 -0.487 4.563
H: -4.073 -2.083 3.440
H: 1.128 -3.640 4.219
C: 4.893 1.519 0.813
H: -5.907 0.334 3.943
S: -1.451 1.449 1.613
C: -5.358 -0.548 4.293
C: 2.777 1.664 -0.289
H: -4.761 -0.245 5.156
H: -5.088 -1.277 2.219
C: 0.034 -1.776 3.154
P: -2.860 0.068 1.414
H: -1.859 -1.138 -3.905
H: 4.103 -2.666 -0.076
H: -0.715 1.371 -6.457
H: -1.328 1.659 -1.563
C: -0.855 2.594 -4.673
H: 0.911 1.303 -4.548
H: -1.548 3.813 -2.974
H: -4.012 0.331 -3.859
H: -2.752 -0.046 -5.961
C: -3.403 1.164 -4.286
H: 2.404 -0.515 2.104
H: 2.734 1.660 3.878
C: 2.679 0.852 4.633
H: 4.532 2.787 -0.922
Na: -0.011 -0.281 0.047
C: -2.290 0.593 -5.187
H: -0.285 -4.131 5.106
C: 2.600 -0.767 6.748
H: 2.113 2.095 -1.035
H: 6.225 0.321 2.569
C: -4.471 2.162 0.846
H: -5.821 2.237 -0.787
H: 4.672 -3.000 -3.439
H: -2.165 2.388 -6.415
H: -6.087 -1.273 4.672
N: 0.511 -1.626 2.094
N: 1.545 0.014 6.571
N: 2.244 0.733 0.513
C: 3.069 -1.774 -4.290
H: -2.042 -1.923 5.542
C: 4.116 2.073 -0.195
C: -1.775 1.085 -2.370
C: -4.540 -1.137 3.179
C: 1.896 -1.083 -4.062
H: 4.528 -3.924 -1.269
H: 2.944 -2.043 -6.434
N: -0.273 -2.101 4.411
C: 1.239 -1.062 -2.743
H: 0.751 1.501 5.394
C: -1.962 3.180 -3.769
N: 3.608 -0.919 5.916
H: 2.987 -3.995 -0.380
C: 4.325 0.601 1.720
H: 1.453 -0.549 -4.898
H: -0.257 3.413 -5.102
C: -1.206 -1.289 5.194
H: -4.082 1.793 -4.868
O: -4.084 0.745 0.612
H: -3.514 2.316 -2.473
H: -0.581 -0.739 -5.056
C: -2.740 1.969 -3.152
C: 1.911 -1.907 -1.771
H: -2.628 3.837 -4.335

---

3.
Here is a structure of composition C36H50BMnN11S3 in a non-equilibrium geometry from the Open Molecules 2025 dataset. Energies are from ωB97M-V/def2-TZVPD.

Results
Total charge   +3
Expectation value of S²   6.262
Multiplicity   5
Orbital gap (alpha / beta)   5.737 / 5.449 eV
Highest occupied orbital energy (alpha / beta)   -15.93 / -15.91 eV
Molecular weight   798.8 g/mol

CARTESIAN COORDINATES (ANGSTROEM)
H: -6.141 -1.409 0.115
C: 2.120 0.098 0.808
C: -0.252 -0.967 4.150
N: 3.933 -2.716 0.020
H: 2.100 3.557 -4.213
H: -4.653 2.031 0.122
H: 1.330 -2.049 5.207
C: 2.311 -3.862 1.346
C: 4.382 -1.359 -3.594
C: -1.154 0.243 4.445
H: -4.503 -1.868 1.974
H: -1.665 0.591 3.551
C: 0.571 3.214 -2.756
C: 0.180 -4.308 0.369
C: 0.546 -3.523 -0.682
C: 1.960 -0.134 3.140
H: 1.745 -3.193 -4.211
H: -0.448 -3.105 3.855
C: 2.725 -2.763 -4.352
N: -0.238 2.311 -0.236
C: 2.740 0.208 2.076
N: 0.058 -0.590 1.783
C: -4.583 -0.033 0.809
C: -3.220 -2.222 -3.565
N: 6.451 -1.298 -4.830
H: -0.071 -1.638 6.178
H: -4.891 -1.356 -1.592
H: 6.869 -0.627 -4.210
H: -3.341 -0.640 2.478
H: -3.460 1.724 1.392
C: 5.206 -1.768 -4.664
C: 0.620 -0.575 2.968
C: -1.072 -2.213 3.798
H: 4.246 -2.503 -0.916
H: -0.768 -4.821 0.354
C: 1.020 3.676 -4.104
C: -0.797 4.549 0.535
C: 1.078 -4.444 1.438
S: 2.970 0.311 -0.656
H: 0.542 3.093 -4.893
H: 0.779 4.726 -4.251
C: -2.903 -1.512 -2.289
H: 4.632 -3.140 0.611
H: -2.912 4.407 0.018
H: -1.261 4.588 2.622
C: -1.572 -1.163 -1.957
H: -1.508 -2.156 2.803
H: -1.879 -2.330 4.517
Mn: 1.754 -1.132 -2.066
C: 4.166 0.637 2.198
H: -2.055 5.672 -0.872
B: 0.097 0.077 -0.575
H: -2.446 5.906 0.820
H: 4.716 -0.627 -2.869
C: 0.002 4.039 -1.836
N: 3.160 -1.865 -3.457
H: 0.398 6.217 -0.253
H: -1.716 3.076 1.845
N: -1.311 -0.521 -0.812
C: -4.455 1.474 1.039
N: 0.273 1.476 -1.172
C: -3.853 -1.136 -1.389
H: 1.088 -0.389 5.790
N: 0.799 -0.190 0.735
H: -0.160 5.079 -2.085
C: -0.337 3.581 -0.534
H: 3.062 -4.010 2.108
C: 3.551 -3.138 -5.403
N: -2.258 -0.156 0.082
H: 4.489 0.608 3.236
C: 2.650 -3.130 0.190
H: 1.235 5.235 0.956
H: -0.570 1.072 4.845
C: 0.269 5.649 0.667
H: 6.987 -1.632 -5.616
H: -2.945 -1.610 -4.426
C: -0.960 3.851 1.880
H: -2.666 -3.158 -3.638
C: -2.131 5.164 0.088
H: -0.025 3.400 2.213
H: 4.293 1.653 1.824
H: -6.710 -0.054 1.065
H: -0.041 6.349 1.439
N: 4.763 -2.650 -5.570
H: -0.118 -3.396 -1.528
C: -4.348 -0.797 2.112
H: 0.819 -5.035 2.305
S: -0.313 -1.492 -3.083
H: 2.374 -0.092 4.137
H: -5.051 -0.452 2.868
C: -5.991 -0.346 0.301
C: 0.588 -1.271 5.392
H: 4.816 -0.011 1.610
N: 1.737 -2.855 -0.768
C: 0.760 1.856 -2.358
C: -3.514 -0.457 -0.195
S: 1.701 0.818 -3.368
H: -1.899 -0.029 5.190
H: -4.282 -2.443 -3.624
H: -6.240 0.211 -0.603
H: 3.207 -3.857 -6.135
H: -5.178 1.793 1.788

---

4.
Here is a structure of composition C36H50N4S6Si2Y from the Open Molecules 2025 dataset. Energies are from ωB97M-V/def2-TZVPD.

Results
Total charge   -1
Orbital gap   7.055 eV
Highest occupied orbital energy   -4.68 eV
Molecular weight   876.3 g/mol

CARTESIAN COORDINATES (ANGSTROEM)
H: 1.096 2.882 2.541
H: -2.105 -0.530 -2.360
C: -1.243 -3.976 4.272
H: 3.161 -0.349 -2.996
S: -2.275 1.103 1.962
C: -1.698 -5.706 0.304
C: -0.362 -2.993 2.281
C: 0.845 -3.754 -2.927
H: -2.401 -4.877 0.189
H: 2.424 1.225 -3.812
Si: -1.099 -5.802 2.089
H: 3.111 -0.317 1.343
S: 2.340 0.912 -1.036
C: -2.227 4.116 -0.697
H: 1.429 3.102 4.257
S: -0.947 1.657 -1.582
C: -3.491 1.019 0.718
H: 2.902 -3.132 -2.965
H: -0.844 -0.636 4.499
H: -0.688 3.908 -4.370
H: 0.367 1.791 3.727
C: -4.464 2.030 0.662
C: -0.860 -4.142 2.950
Si: 2.766 1.189 3.254
H: -0.712 6.338 -1.598
H: -2.811 3.406 -1.273
C: -0.834 -1.647 4.106
H: -6.285 1.037 -2.013
C: 2.733 -0.620 -2.029
C: 1.277 2.350 3.478
H: 0.767 5.526 -1.011
C: -0.367 2.881 -4.548
H: -2.762 -7.614 2.603
S: 2.002 3.243 0.049
C: 2.682 5.095 -3.126
H: -0.869 -5.525 -0.376
H: 4.464 3.030 3.385
H: 1.282 1.056 -5.143
C: -5.451 2.048 -0.304
H: -2.248 -6.828 4.094
C: -0.451 -3.344 -2.655
H: -0.200 2.760 -5.622
H: -1.583 -4.835 4.841
H: -1.511 -2.590 5.909
C: 4.249 2.220 2.681
Y: 0.218 -0.088 0.911
H: -6.174 2.855 -0.321
H: -2.719 5.090 -0.713
N: -0.900 4.265 -1.268
C: 1.427 4.680 -2.963
N: 0.363 -1.229 -1.898
H: -2.203 -6.633 0.017
H: 2.878 6.071 -3.556
H: -3.397 -6.020 3.026
H: -4.406 2.819 1.402
C: 1.066 3.259 -2.531
H: 0.602 5.288 -3.311
H: 2.296 -1.152 2.654
H: 4.423 2.520 -1.717
C: -2.504 -6.650 3.047
H: 0.804 0.515 -3.520
H: 4.034 2.669 1.711
C: -0.225 3.175 -1.675
H: 3.612 1.276 5.639
C: 3.808 4.267 -2.742
H: 3.519 -1.089 -1.434
C: 1.600 -1.597 -2.213
C: 1.880 -2.862 -2.732
H: 4.811 4.613 -2.956
H: 1.286 -6.369 1.701
C: 2.239 2.705 -1.666
H: -2.759 -2.196 -2.429
H: 2.397 0.004 5.442
C: -0.310 5.558 -0.944
C: -4.594 0.003 -1.197
C: -1.213 -2.722 4.878
H: -2.172 3.743 0.331
H: 5.151 1.609 2.583
H: 0.746 -7.056 3.237
C: -3.590 -0.009 -0.234
C: 1.368 1.273 -4.075
H: 4.041 -0.248 4.852
C: 2.321 -0.207 2.096
S: -2.471 -1.392 -0.172
H: -1.178 2.210 -4.244
H: 0.302 -7.840 1.715
H: 1.039 -4.753 -3.298
S: 0.414 -3.076 0.751
C: -0.648 -2.067 -2.155
H: -4.660 -0.809 -1.912
N: -0.418 -1.768 2.846
C: 3.603 3.120 -2.088
H: -1.295 -4.001 -2.810
C: -5.515 1.034 -1.253
C: -2.035 -1.538 -1.953
H: -0.564 5.800 0.090
C: 0.455 -6.873 2.200
C: 3.249 0.496 4.964
N: 0.887 2.623 -3.862

---

5.
Here is a structure of composition C36H51BClN7O5PPt from the Open Molecules 2025 dataset. Energies are from ωB97M-V/def2-TZVPD.

Results
Total charge   +1
Relative energy (zero: lowest compared OMol25 entry of this formula, charge and spin)   0.00 kJ/mol
Expectation value of S²   6.054
Multiplicity   5
Orbital gap (alpha / beta)   7.656 / 4.946 eV
Highest occupied orbital energy (alpha / beta)   -9.92 / -10.66 eV
Molecular weight   934.2 g/mol

CARTESIAN COORDINATES (ANGSTROEM)
C: 2.434 3.351 -0.831
C: -1.239 3.632 1.067
C: 3.780 0.791 1.858
H: -0.052 -3.951 -1.649
Cl: 2.085 -1.047 -0.339
C: -2.562 1.828 -2.396
H: 1.231 -4.470 -2.728
C: 0.573 -3.640 -2.485
C: 2.108 4.663 -1.508
C: 4.531 0.709 3.033
N: 2.485 0.723 2.160
H: 1.751 -4.135 -6.298
H: -0.853 -3.763 4.322
C: -0.627 -3.135 -6.048
N: 0.351 -1.242 2.633
H: 4.930 0.426 5.706
O: 1.953 2.202 -1.564
H: -2.615 1.329 -1.430
H: -0.282 -3.340 -7.053
H: -1.807 4.543 1.247
C: -3.081 -1.940 -1.711
H: -0.614 1.984 6.466
H: 1.496 -5.204 -4.922
C: -2.295 -2.216 -4.601
C: -3.149 -1.100 -0.574
H: -0.422 3.872 0.388
H: 0.240 1.729 -4.796
H: 5.602 0.743 3.119
H: 3.541 1.015 -0.264
C: 0.188 -3.495 -4.976
H: -0.691 3.743 6.332
C: -0.176 2.853 5.978
P: 0.483 1.633 -1.318
C: -0.737 3.096 2.353
H: -2.193 1.123 -3.137
C: -5.480 -2.142 -1.706
H: -1.888 2.899 0.592
H: -6.383 -2.573 -2.114
N: 0.203 1.758 3.774
N: -0.053 1.951 2.455
C: 4.327 0.962 0.483
B: 1.031 0.548 4.238
O: 0.373 0.444 -2.368
H: -2.442 -2.200 -6.726
C: -0.301 2.767 4.494
C: 3.858 0.449 5.521
C: 1.511 -4.159 -5.237
H: 1.201 0.617 5.415
H: 0.620 -1.329 6.677
H: -1.081 -2.051 -1.535
H: 4.939 1.865 0.446
H: 0.301 -4.381 1.799
C: 3.616 0.579 4.056
C: 1.226 0.292 -3.526
Pt: 0.520 0.372 1.019
C: -1.702 3.068 -2.326
H: 2.443 4.652 -2.544
H: -4.421 -0.090 0.784
H: -6.510 -1.014 -0.200
O: -0.817 -1.140 -0.113
C: -5.550 -1.274 -0.622
H: -0.968 -0.620 6.410
H: -1.685 3.581 -3.288
H: 2.123 0.894 -3.391
C: -0.344 -1.488 6.196
H: 3.511 3.211 -0.776
H: 1.524 -0.758 -3.526
N: -1.836 -2.234 -2.226
O: -0.317 2.843 -2.022
C: -1.491 -2.586 -3.500
C: -0.912 3.646 3.616
H: 3.433 1.285 6.075
O: -1.975 0.519 0.717
C: -0.241 -3.235 -3.676
H: 1.044 4.885 -1.492
H: -1.420 4.561 3.861
C: 0.493 0.669 -4.791
N: 2.385 0.591 3.510
H: -3.572 2.126 -2.676
H: -3.196 -1.644 -4.443
H: -0.810 -2.362 6.644
H: 0.551 -3.013 0.702
H: 0.867 2.913 6.285
H: 1.130 0.468 -5.653
C: -4.386 -0.761 -0.062
H: -2.096 3.765 -1.588
H: -0.422 0.089 -4.904
H: 2.318 -3.666 -4.695
C: -1.916 -0.529 0.059
C: -4.257 -2.478 -2.253
C: -1.857 -2.501 -5.869
H: 4.964 0.115 0.227
H: 1.194 -2.812 -2.130
H: 2.043 3.309 0.193
C: -0.474 -2.820 3.970
N: 0.301 -0.764 3.900
H: 3.422 -0.467 5.918
C: -0.105 -2.495 2.661
H: -4.197 -3.193 -3.059
H: 2.638 5.461 -0.987
H: -1.090 -3.573 1.083
C: -0.193 -1.700 4.728
C: -0.088 -3.413 1.484